(1)
Molecular formula: C18H33ClF3N4O11PS3
Method: DFT, ωB97M-V/def2-TZVPD

The LUMO energy is -0.60 eV. The orbital gap is 8.56 eV. As for the charge: 0. The HOMO energy comes out at -9.17 eV.

Each line ends with the Mulliken charge.
Element x y z (Å)
N -2.900 4.244 3.978  -0.828
C -4.025 3.564 3.384  1.039
N -5.211 3.927 4.191  -0.667
N -3.894 2.083 3.464  -0.721
C -4.339 4.089 1.965  -1.617
C -3.494 3.530 0.810  -0.235
O -2.190 3.122 1.345  -0.165
S -1.126 2.701 0.271  1.121
O -0.852 3.753 -0.662  -0.681
O -0.032 2.139 0.995  -0.583
C -1.952 1.398 -0.683  1.176
C -1.099 0.965 -1.872  -1.533
C 0.335 0.483 -1.605  -0.610
C 0.423 -0.785 -0.826  0.516
F 0.246 -0.762 0.513  -0.312
C 0.670 -1.984 -1.414  -0.047
F 1.773 -2.204 -2.121  -0.091
F -0.107 -3.045 -1.450  -0.238
O -2.258 0.376 0.261  -0.362
N -2.668 -0.851 -0.360  0.351
O -2.651 -1.704 0.421  -0.372
C -3.282 2.026 -1.214  -1.750
O -3.950 1.126 -2.076  -0.546
C -4.160 2.444 -0.037  1.176
P -5.817 2.957 -0.779  0.090
O -6.832 2.427 0.399  -0.536
Cl -5.824 5.011 -0.659  -0.238
H -2.809 3.979 4.952  0.294
H -2.028 3.996 3.525  0.267
H -4.909 4.202 5.119  0.316
H -5.733 3.071 4.341  0.279
H -2.912 1.844 3.378  0.317
H -4.338 1.647 2.662  0.314
H -4.147 5.162 2.000  0.416
H -5.406 3.970 1.816  0.126
H -3.288 4.360 0.129  0.740
H -1.669 0.234 -2.443  0.486
H -1.006 1.851 -2.506  0.546
H 0.959 1.270 -1.178  0.414
H 0.770 0.255 -2.583  0.509
H -2.994 2.923 -1.774  0.706
H -3.947 1.500 -2.961  0.438
H -4.392 1.584 0.594  0.130
H -7.207 1.602 0.066  0.358
C 3.976 -0.504 2.083  -0.706
C 3.381 -1.909 2.236  -0.220
C 3.698 -2.393 3.656  -0.731
S 3.826 -0.911 4.671  1.141
O 5.182 -0.788 5.140  -0.655
O 2.715 -0.854 5.585  -0.669
C 3.569 0.259 3.339  -0.606
H 3.616 -0.006 1.183  0.315
H 5.065 -0.567 2.021  0.360
H 2.299 -1.861 2.095  -0.042
H 3.778 -2.598 1.491  0.397
H 2.916 -3.028 4.063  0.403
H 4.655 -2.909 3.704  0.341
H 4.165 1.149 3.524  0.426
H 2.509 0.512 3.324  0.268
C 3.177 -4.859 -4.118  -0.608
C 4.331 -5.827 -4.413  -0.656
C 5.233 -5.159 -5.459  -0.673
S 5.043 -3.384 -5.224  1.203
O 4.418 -2.827 -6.396  -0.670
O 6.263 -2.832 -4.695  -0.671
C 3.819 -3.491 -3.922  -0.533
H 2.609 -5.161 -3.239  0.327
H 2.492 -4.830 -4.969  0.325
H 4.898 -6.007 -3.498  0.303
H 3.970 -6.791 -4.768  0.335
H 6.281 -5.417 -5.329  0.363
H 4.918 -5.391 -6.474  0.358
H 3.122 -2.664 -4.016  0.290
H 4.346 -3.432 -2.969  0.293

(2)
Molecular formula: C20H31BrF7INbO15S
Method: DFT, ωB97M-V/def2-TZVPD

The LUMO energy is 0.48 eV. The orbital gap is 6.75 eV. As for the charge: -1. The HOMO energy comes out at -6.28 eV.

Each line ends with the Mulliken charge.
Element x y z (Å)
C 2.683 -4.467 1.680  -0.784
C 2.335 -5.379 0.506  0.720
O 1.850 -6.422 0.732  -0.525
O 2.590 -4.988 -0.767  -0.457
C 1.415 -4.330 -1.373  -0.642
C 1.276 -2.882 -0.829  -0.208
Nb 0.302 -1.365 -2.203  -1.140
C -1.132 -0.560 -0.613  -0.671
C -1.485 0.911 -0.728  0.445
O -1.368 1.556 -1.658  -0.416
Br -2.162 1.690 0.984  -0.338
C 1.930 0.129 -1.722  -0.744
C 1.885 0.802 -0.372  0.252
O 1.793 1.949 -0.307  -0.414
I 2.028 -0.241 1.519  -0.071
S -1.451 -3.048 -3.029  1.043
O -0.751 -4.008 -3.873  -0.657
O -2.403 -2.332 -3.871  -0.707
C -2.338 -4.066 -1.702  0.482
F -1.985 -5.335 -1.914  -0.274
F -1.887 -3.783 -0.486  -0.273
C -3.890 -4.070 -1.763  0.721
F -4.299 -4.386 -2.961  -0.263
F -4.291 -5.079 -0.963  -0.326
C -4.600 -2.813 -1.210  0.593
F -4.251 -2.527 0.018  -0.236
F -5.905 -3.100 -1.180  -0.299
F -4.467 -1.755 -1.956  -0.198
H 2.832 -5.103 2.551  0.369
H 3.543 -3.837 1.442  0.287
H 1.837 -3.800 1.873  0.107
H 1.595 -4.332 -2.443  0.259
H 0.549 -4.925 -1.069  0.467
H 2.298 -2.547 -0.609  0.721
H 0.700 -2.859 0.108  0.150
H -0.333 -0.212 -3.468  0.136
H 1.394 -1.982 -3.542  0.074
H -2.096 -1.079 -0.772  0.507
H -0.848 -0.814 0.414  0.384
H 2.884 -0.416 -1.786  0.442
H 1.936 0.888 -2.510  0.471
C 0.884 3.531 2.564  -0.221
O 0.999 3.005 3.893  -0.226
C 1.817 3.685 4.687  0.751
O 2.444 4.672 4.393  -0.544
O 1.827 3.084 5.886  -0.321
C 2.670 3.713 6.847  -0.644
H 0.195 2.890 2.021  -0.236
H 0.482 4.543 2.587  0.374
H 1.848 3.514 2.059  0.285
H 2.341 4.734 7.040  0.287
H 3.707 3.705 6.513  0.289
H 2.593 3.138 7.767  0.220
C 7.352 0.722 -5.262  -0.621
O 7.047 2.063 -4.879  -0.328
C 5.749 2.277 -4.633  0.815
O 4.872 1.459 -4.711  -0.533
O 5.598 3.558 -4.286  -0.323
C 4.248 3.926 -3.990  -0.512
H 8.425 0.674 -5.433  0.212
H 7.089 0.025 -4.468  0.296
H 6.836 0.459 -6.185  0.289
H 3.868 3.353 -3.145  0.204
H 3.611 3.787 -4.862  0.297
H 4.255 4.980 -3.724  0.206
C -5.450 4.211 4.314  -0.609
O -6.686 3.593 3.952  -0.321
C -6.544 2.453 3.267  0.802
O -5.501 1.943 2.955  -0.517
O -7.763 1.980 2.989  -0.328
C -7.757 0.756 2.253  -0.623
H -5.693 5.119 4.860  0.210
H -4.867 3.556 4.961  0.285
H -4.877 4.476 3.426  0.289
H -7.264 -0.032 2.820  0.284
H -7.272 0.890 1.287  0.295
H -8.795 0.475 2.090  0.229

(3)
Molecular formula: C9H12BF4N
Method: DFT, ωB97M-V/def2-TZVPD

The LUMO energy is -1.78 eV. The orbital gap is 7.67 eV. As for the charge: 0. The HOMO energy comes out at -9.45 eV.

Each line ends with the Mulliken charge.
Element x y z (Å)
C -2.724 2.262 -0.332  -0.823
C -2.748 1.836 0.983  -0.209
C -2.079 0.595 1.548  -0.841
C -0.756 0.253 0.912  0.165
N -0.736 -0.195 -0.355  0.161
C 0.375 -0.548 -0.987  -0.559
C 1.579 -0.489 -0.369  -0.588
C 1.638 -0.022 0.932  -0.444
C 0.448 0.344 1.566  1.226
C 0.574 0.819 3.009  -1.658
H -3.636 2.148 -0.929  0.269
H -1.891 2.779 -0.817  0.323
H -3.343 2.421 1.698  0.369
H -1.940 0.753 2.619  0.245
H -2.766 -0.258 1.454  0.357
H -1.600 -0.294 -0.877  0.344
H 0.326 -0.924 -2.012  0.545
H 2.496 -0.798 -0.865  0.493
H 2.589 0.040 1.449  0.436
H 0.691 1.902 3.089  0.304
H 1.437 0.320 3.457  0.450
H -0.296 0.485 3.577  0.413
B 2.482 -2.694 -3.761  0.599
F 1.149 -2.204 -3.674  -0.415
F 2.465 -4.019 -4.204  -0.366
F 3.210 -1.893 -4.650  -0.378
F 3.057 -2.618 -2.460  -0.419